Here is one molecule with the formula C4H7OP in a non-equilibrium geometry from the OMol25 dataset. Energies are from ωB97M-V with the def2-TZVPD basis set.

Values from the calculation:
* HOMO-LUMO gap: 9.91 eV
* 2S+1: 1

Each line ends with the Mulliken charge.
Geometry (Å):
C1 0.4226 -0.8207 -0.5138  -0.811
C2 1.1341 -1.6018 0.6065  -0.055
C3 -1.1079 -0.5743 -0.5839  -0.133
C4 -1.7918 0.5808 -0.0210  -0.372
O1 -1.5097 0.4574 -1.4435  -0.442
P1 2.7179 -1.7036 0.9899  -0.165
H1 0.8357 0.1461 -0.5838  0.386
H2 0.6210 -1.2288 -1.5933  0.280
H3 0.3364 -2.1902 1.0727  0.279
H4 -1.3046 1.4175 0.4990  0.272
H5 -1.6467 -1.3869 -0.7954  0.522
H6 -2.8439 0.2804 0.1997  0.236
H7 2.9581 -0.8076 -0.1115  0.002


Here is one molecule with the formula C4H7P in a non-equilibrium geometry from the OMol25 dataset. Energies are from ωB97M-V with the def2-TZVPD basis set.

Values from the calculation:
* HOMO-LUMO gap (alpha / beta): 7.83 / 7.43 eV
* 2S+1: 1

Each line ends with the Mulliken charge.
Geometry (Å):
C1 1.9904 -1.7199 1.2988  -0.714
C2 0.9197 -0.9910 1.0620  -0.099
C3 -1.0561 0.5803 -0.4040  -0.345
C4 -1.4464 1.6066 -1.3219  -0.852
P1 0.9647 0.1915 -0.2867  -0.008
H1 1.8639 -2.4414 2.0596  0.241
H2 2.7749 -1.6841 0.6685  0.338
H3 0.0672 -1.1727 1.6743  0.276
H4 -1.5755 -0.2875 -0.0504  0.352
H5 -0.8259 1.6561 -2.2118  0.304
H6 -2.5317 1.4984 -1.5161  0.274
H7 -1.1452 2.7636 -0.9722  0.233